[1]
C23H26ClNO2 in the gas phase. Source: OMol25; level of theory: the ωB97M-V functional and the def2-TZVPD basis.

Last column: Löwdin charge in e.
Geometry (Å):
Cl: 4.92873 4.12562 1.55931  0.671
O: -1.25061 1.83199 0.88198  -0.019
O: 0.50388 2.99285 0.13793  0.087
N: -2.73500 -1.77441 0.13837  -0.148
C: 0.90539 0.72743 1.00488  -0.126
C: -3.39197 2.86088 1.14818  -0.076
C: 5.18023 1.42099 1.67265  -0.106
C: 4.62564 0.13815 1.70067  -0.072
C: 3.38825 -0.61783 -3.34757  -0.097
C: 2.79733 -1.17828 -1.09306  -0.052
C: -4.85021 -2.83647 0.30147  -0.160
C: 4.33005 2.51184 1.45560  -0.661
C: -0.71764 -0.63391 -0.40006  -0.063
C: 2.18592 0.07751 -3.48874  -0.077
C: -1.91992 3.12220 0.97567  -0.210
C: 0.70316 -0.39898 0.04156  -0.252
C: 3.71781 -1.22985 -2.13513  -0.071
C: -1.63144 -1.10738 0.48520  -0.117
C: 1.64410 -0.40405 -1.18329  -0.166
C: -2.99104 -2.22646 -1.21545  -0.155
C: 3.24427 -0.03007 1.59857  -0.068
C: 1.33206 0.23403 -2.38430  -0.028
C: -3.71605 -2.20095 1.11601  -0.162
C: 2.96374 2.31238 1.20110  -0.039
C: 2.39362 1.03779 1.27117  -0.136
C: -4.32921 -3.00023 -1.13393  -0.153
C: 0.06871 1.96483 0.63219  -0.403
H: -5.13806 -3.79188 0.74122  0.104
H: -0.93384 -0.60061 -1.47483  0.096
H: -5.71800 -2.17316 0.31868  0.105
H: -2.18704 -2.88082 -1.59957  0.126
H: -3.06149 -1.37967 -1.91771  0.116
H: 1.88682 0.49486 -4.45387  0.103
H: -3.80097 2.19209 0.37843  0.082
H: -1.50174 3.62759 1.85820  0.133
H: -3.93589 3.80933 1.07067  0.079
H: -1.71958 3.71535 0.07684  0.123
H: -1.47292 -0.97256 1.56756  0.143
H: -4.13836 -4.05575 -1.35874  0.104
H: -3.26985 -2.92150 1.82426  0.118
H: 2.99316 -1.74374 -0.18380  0.099
H: 6.24688 1.60152 1.79453  0.102
H: 0.48930 0.38458 1.96668  0.160
H: -5.03854 -2.61699 -1.87392  0.104
H: 0.96753 -1.27437 0.64932  0.132
H: -3.60477 2.43826 2.13920  0.078
H: 4.65097 -1.78041 -1.99779  0.105
H: 2.83481 -1.03709 1.71710  0.110
H: 0.40766 0.80839 -2.46978  0.115
H: 5.27967 -0.72554 1.83427  0.109
H: 2.35751 3.16631 0.93062  0.094
H: -4.05796 -1.33787 1.70669  0.117
H: 4.08493 -0.66591 -4.18525  0.099

Results
**E_HOMO**: -0.267 Eh
**Kohn-Sham gap**: 7.88 eV
**Spin multiplicity**: 1
**Energy relative to the best compared isomer or geometry (same formula, charge and spin)**: 0.00 kcal/mol
**SMILES**: CCOC(=O)[C@H](c1cccc(Cl)c1)[C@@H](/C=C/N1CCCC1)c1ccccc1

[2]
A molecular structure, C23H26CoN3O3P. Source: OMol25; level of theory: the ωB97M-V functional and the def2-TZVPD basis.

Last column: Löwdin spin population.
Geometry (Å):
Co: -0.02646 0.12892 -0.56365  2.836
P: -2.55995 1.78202 -0.36833  0.117
O: -1.42303 -3.47720 -1.08284  0.016
O: -0.53452 -1.44195 -1.43153  0.129
O: 1.96833 0.29527 -0.72651  0.055
N: -0.51671 -2.37234 0.66319  0.004
N: -0.29836 -1.07963 1.19620  0.063
N: -0.95427 1.62820 -0.29513  0.668
C: -3.44712 0.32882 1.82743  0.006
C: 4.29758 0.30115 -0.42270  0.001
C: -2.63800 5.48742 1.23550  0.000
C: 2.56926 0.56164 -2.03154  0.005
C: -4.02657 1.84711 -4.69740  0.000
C: 4.00051 0.07537 -1.90476  0.002
C: -4.17582 -1.96158 1.69274  0.004
C: -0.86772 -2.47630 -0.70179  0.011
C: -3.61038 -0.77722 -0.31926  0.004
C: -4.04158 -1.93584 0.31047  0.001
C: -4.46024 2.12583 -2.35226  0.003
C: -2.24648 1.54301 -3.11487  0.006
C: -3.87770 -0.83363 2.45152  0.000
C: -2.69919 1.55500 -4.42548  0.001
C: -3.95076 5.62184 1.66424  0.000
C: 2.98926 -0.09561 0.23316  0.003
C: -4.85002 4.57384 1.51062  0.001
C: -3.12144 3.25898 0.47958  0.006
C: -2.21924 4.30576 0.64386  0.003
C: -3.31741 0.35735 0.43730  0.021
C: -4.43820 3.39098 0.91978  0.001
C: -4.90818 2.13160 -3.66118  0.002
C: -3.12577 1.82843 -2.07631  0.022
H: -4.25152 -2.81850 -0.27834  0.000
H: 4.51454 1.35168 -0.22620  0.000
H: 2.78649 0.43003 1.16456  0.000
H: -1.21052 1.31332 -2.90153  0.004
H: 1.99023 0.02229 -2.78056  0.001
H: -1.12335 -0.74784 1.69254  0.000
H: -1.19406 4.18551 0.31641  0.001
H: -3.48903 -0.76433 -1.39627  0.000
H: -5.15096 2.35345 -1.55002  0.000
H: 4.06153 -0.98495 -2.15160  0.000
H: -3.99008 -0.85566 3.52765  0.000
H: 0.47789 -1.11472 1.84596  0.001
H: 2.50319 1.63566 -2.20720  0.000
H: -3.21632 1.20795 2.41642  0.000
H: -2.01470 1.33273 -5.23314  0.000
H: 2.91642 -1.17432 0.38346  0.000
H: -5.86962 4.67618 1.85755  0.000
H: -4.37826 1.85412 -5.72057  0.000
H: 5.13113 -0.29655 -0.06130  0.000
H: -5.13692 2.56840 0.82221  0.000
H: -5.94378 2.35927 -3.87523  0.000
H: -4.27420 6.54453 2.12776  0.000
H: -4.52166 -2.86362 2.18156  0.000
H: -1.03084 -3.00422 1.25880  0.001
H: 4.67409 0.62036 -2.56196  0.000
H: -1.93833 6.30242 1.36479  0.000

Results
**<S²>**: 6.017
**E_HOMO (spin up / spin down)**: -0.450 / -0.450 Eh
**Total charge**: +1
**Kohn-Sham gap (spin up / spin down)**: 10.05 / 7.62 eV
**Spin multiplicity**: 5
**Energy relative to the best compared isomer or geometry (same formula, charge and spin)**: 0.82 kcal/mol

[3]
A molecular structure, C23H26CrN3O3S2. Source: OMol25; level of theory: the ωB97M-V functional and the def2-TZVPD basis.

Last column: Löwdin spin population.
Geometry (Å):
Cr: 0.51055 0.51273 0.25013  3.264
S: 1.84783 -0.72758 -1.33933  0.112
S: 0.49316 -3.40684 -0.04704  0.195
O: 0.94391 2.33562 1.37077  0.006
O: 2.11201 0.51058 1.69251  0.022
O: -2.12226 2.14379 0.30802  -0.041
N: 4.11992 -1.85222 -0.51878  0.138
N: 2.91966 -3.85529 0.94101  0.069
N: -2.13569 -1.00457 -0.55338  -0.021
C: -1.02382 2.06803 -1.80577  0.001
C: 6.20565 -0.02545 2.86442  0.000
C: -1.29799 -0.05522 -0.48192  -0.132
C: 3.64903 -8.81565 0.73380  0.000
C: 5.81196 -0.41733 0.52038  0.005
C: 3.72709 -8.40619 2.05488  0.000
C: 7.18397 -0.50316 0.32331  0.003
C: 7.57751 -0.11541 2.65940  0.003
C: 2.36973 -4.85678 1.82023  0.009
C: 3.15958 -7.93966 -0.22876  0.000
C: 2.12324 -3.04751 0.15914  0.151
C: 8.06732 -0.35182 1.38463  0.000
C: 2.83128 -6.24670 1.45392  0.004
C: 3.32045 -7.12577 2.40899  0.000
C: 1.93426 1.74550 1.85286  0.017
C: -2.36188 1.60869 1.58217  0.004
C: -1.25740 1.36144 -0.50011  -0.114
C: 5.32632 -0.17404 1.80402  0.002
C: 2.75449 -6.66527 0.12742  0.001
C: 4.85923 -3.04616 -0.18994  0.010
C: 4.32607 -3.57777 1.11914  0.009
C: 4.84840 -0.60425 -0.62356  0.014
C: 2.74558 -1.92280 -0.47853  0.259
H: 4.83455 -4.50262 1.40731  0.001
H: 4.70803 -3.80007 -0.97278  0.003
H: 4.09952 0.19171 -0.63510  0.000
H: -1.43832 1.59172 2.17966  0.003
H: 8.26080 0.00197 3.49081  0.000
H: -2.77950 0.59877 1.52973  -0.001
H: -0.50674 3.01946 -1.66442  -0.001
H: 5.92422 -2.81906 -0.12963  0.000
H: 4.25476 -0.08782 1.95158  0.000
H: 5.81763 0.16684 3.85615  0.000
H: 4.10974 -9.07905 2.81095  0.000
H: 7.56432 -0.68887 -0.67454  0.000
H: -1.98540 2.27064 -2.29104  -0.002
H: -3.08350 2.26331 2.07231  0.000
H: 2.36365 -5.97750 -0.61170  0.001
H: 4.48937 -2.83180 1.91288  0.002
H: 5.39480 -0.55779 -1.57375  0.004
H: 9.13325 -0.42182 1.21413  0.000
H: 3.38824 -6.80238 3.44144  0.000
H: 3.97105 -9.80911 0.45231  0.000
H: 1.27894 -4.79808 1.74262  0.000
H: -1.62899 -1.88150 -0.36577  -0.005
H: -0.43042 1.44961 -2.48258  0.002
H: 2.65245 -4.63302 2.85783  0.003
H: 3.08997 -8.25526 -1.26147  0.000
H: 2.68362 2.32137 2.42384  0.000

Results
**<S²>**: 6.248
**E_HOMO (spin up / spin down)**: -0.120 / -0.135 Eh
**Total charge**: -1
**Kohn-Sham gap (spin up / spin down)**: 5.83 / 6.14 eV
**Spin multiplicity**: 5
**Energy relative to the best compared isomer or geometry (same formula, charge and spin)**: 0.00 kcal/mol

[4]
2 unconnected molecules or ions with the total composition C23H26F3N7O5S. Source: OMol25; level of theory: the ωB97M-V functional and the def2-TZVPD basis.

Last column: Löwdin charge in e.
Geometry (Å):
S: 1.00888 -0.27471 3.18819  0.702
F: -1.08017 2.92820 6.91251  0.128
F: 0.68411 3.58391 8.06271  0.135
F: -0.11923 4.86142 6.44241  0.140
O: -5.11160 -2.72621 -6.06161  0.035
O: 3.83337 1.78085 1.88090  0.134
O: 2.09689 -1.26468 3.14413  -0.331
O: -1.01959 -0.15812 -5.72730  0.049
O: 0.56387 0.12204 1.84727  -0.315
N: 4.73235 0.26070 3.32934  0.190
N: 7.52852 -1.44776 1.92623  0.030
N: 7.14214 -0.70739 0.95224  -0.030
N: 6.68026 -1.18651 2.94167  -0.121
N: -2.24836 1.58780 -6.30697  0.033
N: -3.07332 -1.93452 -5.54078  0.109
N: 6.05629 0.04738 1.30119  0.086
C: 1.05455 2.91448 5.83887  -0.090
C: 1.54752 1.18127 4.16749  -0.166
C: 2.84240 1.73020 3.97144  -0.111
C: 0.66760 1.79198 5.08351  0.017
C: -3.47271 2.33636 -6.59913  -0.062
C: 6.78983 -1.79204 4.27278  -0.013
C: -3.45995 -1.68017 -2.32707  -0.041
C: 2.34274 3.43680 5.64839  0.017
C: -1.80821 -1.08089 -0.64249  -0.084
C: 3.80266 1.21660 2.96174  -0.435
C: -3.93442 -2.91744 -5.78610  -0.565
C: -0.37982 -1.01143 4.06575  -0.139
C: -1.61679 0.15997 -1.27327  -0.064
C: -3.39492 -4.32666 -5.69855  0.003
C: 3.21654 2.85667 4.72384  0.021
C: -4.05619 -0.10504 -4.22005  -0.089
C: -2.34205 0.47967 -2.43555  -0.030
C: 0.11133 3.58032 6.83029  -0.536
C: -2.13759 0.32996 -5.86464  -0.454
C: 5.75779 -0.24754 2.52975  -0.315
C: -2.73106 -2.00150 -1.16840  -0.077
C: -3.39850 -0.50408 -5.55669  -0.187
C: -3.26425 -0.44165 -2.96815  -0.213
H: 6.96954 -1.02120 5.02772  0.088
H: -1.23664 -1.32496 0.24192  0.081
H: -2.17906 1.42919 -2.92364  0.106
H: 4.57856 -0.18874 4.21997  0.143
H: -4.22547 -5.02822 -5.76029  0.083
H: 2.66170 4.31412 6.20782  0.132
H: -4.26073 0.96415 -4.22365  0.103
H: -1.36593 2.04713 -6.47548  0.145
H: -2.70915 -4.49752 -6.52585  0.084
H: 7.62664 -2.49729 4.29432  0.091
H: -5.02517 -0.60220 -4.15569  0.121
H: -4.11907 -0.32906 -6.35499  0.139
H: -1.24145 -0.34519 4.02082  0.069
H: -0.33861 1.40126 5.21035  0.112
H: -0.89703 0.85963 -0.87000  0.099
H: -4.16911 1.72875 -7.18016  0.086
H: -2.87485 -4.45946 -4.75135  0.078
H: -2.11194 -2.16976 -5.33931  0.144
H: -0.63368 -1.95212 3.57420  0.079
H: -4.16988 -2.38853 -2.72949  0.106
H: -3.22575 3.22596 -7.18100  0.087
H: -2.87914 -2.95517 -0.68310  0.093
H: 5.87350 -2.33702 4.51807  0.088
H: 4.19572 3.30275 4.56440  0.134
H: -3.95304 2.65424 -5.67229  0.074
H: -0.10093 -1.20897 5.10077  0.074

Results
**E_HOMO**: -0.326 Eh
**Kohn-Sham gap**: 8.36 eV
**Spin multiplicity**: 1
**SMILES**: Cn1nnnc1NC(=O)c1ccc(C(F)(F)F)cc1S(C)(=O)=O.CNC(=O)[C@H](Cc1ccccc1)NC(C)=O